# C3H11O3

3 unconnected molecules or ions with the total composition C3H11O3 (ωB97M-V with the def2-TZVPD basis set, the Open Molecules 2025 dataset).

The HOMO energy is -4.29 eV. As for the energy relative to the best compared isomer or geometry (same formula, charge and spin): 21.7 kcal/mol. Its total energy is -9431.95377 eV. The value obtained for the LUMO energy is 0.146 Eh.

The geometry in ORCA input format:
```
! RIJCOSX wB97M-V def2-TZVPD def2/J DEFGRID3
* xyz -1 1
C 0.26694 0.88060 0.08551
O -0.56673 -0.01792 0.58984
C 1.56246 0.38289 -0.63266
C 2.38216 1.46602 -1.32377
H 0.72328 1.56737 0.96950
H -0.21990 1.56363 -0.62287
H 1.14130 -0.31220 -1.44203
H 2.12639 -0.16888 0.07327
H 3.32589 1.12740 -1.59760
H 2.57878 2.30969 -0.68113
H 1.85348 1.82309 -2.30231
H -1.91208 -1.82353 2.43784
H -1.04207 -0.53636 1.77531
O -1.87469 -0.88821 2.43147
H -1.82503 -1.96297 -0.51075
H -0.96633 -0.77272 -0.69212
O -1.44021 -1.49282 -1.29401
*
```

# C3H11O3

3 unconnected molecules or ions with the total composition C3H11O3 (ωB97M-V with the def2-TZVPD basis set, the Open Molecules 2025 dataset).

The HOMO energy is -3.76 eV. As for the energy relative to the best compared isomer or geometry (same formula, charge and spin): 3.0 kcal/mol. Its total energy is -9432.76205 eV. The value obtained for the LUMO energy is 0.151 Eh.

The geometry in ORCA input format:
```
! RIJCOSX wB97M-V def2-TZVPD def2/J DEFGRID3
* xyz -1 1
C 0.57796 0.19850 -0.27235
O -0.15468 -0.77593 0.41040
C -0.30619 1.08795 -1.11574
C 0.46283 2.11834 -1.96143
H 1.34690 -0.25274 -0.92165
H 1.13173 0.85490 0.43371
H -1.06670 1.58728 -0.49994
H -0.87473 0.44857 -1.80883
H -0.14439 2.97169 -2.23985
H 0.94313 1.61055 -2.80706
H 1.31818 2.50738 -1.39166
H -2.39195 -0.87642 2.08610
H -1.66558 -0.34639 0.85774
O -2.51304 -0.22347 1.39682
H 1.74323 -3.02499 1.05245
H 1.12625 -1.58391 0.89898
O 1.93291 -2.10215 1.25700
*
```

# C3H11O4

A molecular structure, C3H11O4 (ωB97M-V with the def2-TZVPD basis set, the Open Molecules 2025 dataset).

The HOMO energy is -4.28 eV. As for the energy relative to the best compared isomer or geometry (same formula, charge and spin): 78.1 kcal/mol. Its total energy is -11477.39214 eV. The value obtained for the LUMO energy is 0.133 Eh.

The geometry in ORCA input format:
```
! RIJCOSX wB97M-V def2-TZVPD def2/J DEFGRID3
* xyz -1 1
C -1.02818 -0.38685 0.53613
C -0.52515 0.89930 1.29843
O -1.52537 1.35910 2.28770
C -0.02933 -1.55781 0.23062
O -0.53641 -2.01352 -0.92931
H -1.24748 -0.03633 -0.45503
H -2.02684 -0.80244 0.86798
H 0.40703 1.15747 1.84922
H -0.50494 1.88856 0.70752
H -2.39195 0.85225 2.11634
H 1.08157 -1.24483 0.28449
H -0.14858 -2.49200 0.79481
H -0.01655 -1.28070 -1.71204
H 1.52495 -0.99917 -2.66429
O 0.80938 -0.63032 -2.46017
H 1.76356 2.07864 -0.20931
H 2.06478 1.17967 -1.51981
O 2.32953 2.02898 -1.02327
*
```

# C3H11O5

A molecular structure, C3H11O5 (ωB97M-V with the def2-TZVPD basis set, the Open Molecules 2025 dataset).

The HOMO energy is -5.22 eV. As for the energy relative to the best compared isomer or geometry (same formula, charge and spin): 29.0 kcal/mol. Its total energy is -13528.40486 eV. The value obtained for the LUMO energy is 0.128 Eh.

The geometry in ORCA input format:
```
! RIJCOSX wB97M-V def2-TZVPD def2/J DEFGRID3
* xyz -1 1
O -1.66738 -0.74253 2.13742
C -0.85393 -0.20494 1.45806
O -0.42421 0.97212 1.57977
C -0.20020 -1.03996 0.35030
C 1.11539 -1.47225 1.04642
H -0.69149 -1.99644 0.06984
H 0.06968 -0.37094 -0.51929
H 0.92478 -2.00750 1.97662
H 1.53077 -2.31222 0.48322
H 1.79669 -0.68982 1.09477
H 0.46710 1.37980 0.68304
H 2.00680 1.92799 0.64007
O 1.40430 1.74407 0.00229
H 0.44138 2.58277 -1.37469
H 0.98680 1.65823 -2.32852
O 0.47485 2.44864 -2.37450
H 0.06719 -1.49026 -3.20673
H -0.40251 -2.15830 -1.97581
O -0.73315 -1.94987 -2.92888
*
```

# C3H12AlN2

A molecular structure, C3H12AlN2 (ωB97M-V with the def2-TZVPD basis set, the Open Molecules 2025 dataset).

The HOMO energy is -3.53 eV. Its total energy is -12883.58533 eV. The value obtained for the LUMO energy is 0.144 Eh.

The geometry in ORCA input format:
```
! RIJCOSX wB97M-V def2-TZVPD def2/J DEFGRID3
* xyz -1 1
C 2.18614 -1.16102 0.19525
C 1.60818 0.14162 -0.39504
N 0.88624 0.97305 0.57585
Al -0.79561 1.58041 -0.08983
C -2.02618 0.02878 -0.55149
N -2.41120 -0.86309 0.58704
H 1.73561 -2.03613 -0.27065
H 3.26212 -1.20539 0.02324
H 2.02412 -1.21554 1.27003
H 0.96107 -0.12292 -1.23888
H 2.43789 0.72051 -0.81082
H 0.78166 0.45898 1.44473
H -1.51680 2.58614 0.96664
H -0.48802 2.40199 -1.46892
H -1.53905 -0.59718 -1.30120
H -2.94183 0.41950 -1.00338
H -1.86917 -1.71372 0.59194
H -2.29516 -0.39601 1.47547
*
```

# C3H12BrN6O3

4 unconnected molecules or ions with the total composition C3H12BrN6O3 (ωB97M-V with the def2-TZVPD basis set, the Open Molecules 2025 dataset).

The HOMO energy is -3.64 eV. As for the energy relative to the best compared isomer or geometry (same formula, charge and spin): 81.9 kcal/mol. Its total energy is -88434.97817 eV. The value obtained for the LUMO energy is 0.104 Eh.

The geometry in ORCA input format:
```
! RIJCOSX wB97M-V def2-TZVPD def2/J DEFGRID3
* xyz -1 1
Br -3.20885 10.64362 9.90382
C 1.68020 8.00711 8.22586
O 2.28941 9.05598 8.29660
N 1.82965 7.09352 7.35286
N 0.74003 7.71151 9.11448
H 1.37993 6.22589 7.60792
H 2.57394 7.18254 6.67594
H 0.14666 6.90445 8.98540
H 0.45357 8.35502 9.83832
C -9.26260 10.72473 9.74614
O -9.26667 11.80268 10.34976
N -8.30012 9.89092 9.94344
N -10.11034 10.25339 8.86654
H -7.51262 10.06793 10.55059
H -8.32787 9.07491 9.34890
H -9.90724 9.32023 8.53779
H -10.87868 10.86976 8.64331
C -5.06164 11.12450 15.32596
O -5.68534 10.19586 14.87841
N -5.18740 11.53731 16.59446
N -4.23184 11.90081 14.69783
H -4.63820 12.26907 17.02226
H -5.82908 10.91618 17.06619
H -4.08477 11.52554 13.77174
H -3.44653 12.28015 15.20723
*
```

# C3H12ClMgN6O3

A molecular structure, C3H12ClMgN6O3 (ωB97M-V with the def2-TZVPD basis set, the Open Molecules 2025 dataset).

The HOMO energy is -11.41 eV. As for the energy relative to the best compared isomer or geometry (same formula, charge and spin): 115.6 kcal/mol. Its total energy is -36346.73127 eV. The value obtained for the LUMO energy is -0.340 Eh.

The geometry in ORCA input format:
```
! RIJCOSX wB97M-V def2-TZVPD def2/J DEFGRID3
* xyz 1 1
Mg 0.77263 -4.96827 0.15662
Cl 0.74294 -2.07694 1.10860
C -0.72674 1.28919 4.85610
O -0.96310 2.03764 5.80644
N 0.47588 0.84895 4.55387
N -1.54091 0.68854 4.07429
H 1.21985 1.23272 5.11896
H 0.63333 0.43176 3.64763
H -2.54424 0.80121 4.10129
H -1.05802 0.04924 3.45929
C -2.31722 -2.54760 -3.71558
O -1.28647 -2.45363 -4.27865
N -2.65155 -1.84987 -2.65392
N -3.11196 -3.54352 -3.76891
H -3.60567 -2.01285 -2.36549
H -1.94035 -1.44659 -2.06090
H -3.03332 -4.04681 -4.64105
H -4.00594 -3.47796 -3.30352
C 3.50238 2.26336 -1.42888
O 4.50388 1.57978 -1.72452
N 2.36282 1.90996 -0.94272
N 3.50581 3.55749 -1.53631
H 2.37029 0.93121 -0.69355
H 1.68339 2.60557 -0.66959
H 2.71225 4.10696 -1.23889
H 4.30005 4.09049 -1.86060
*
```

# C3H12N2

2 unconnected molecules or ions with the total composition C3H12N2 (ωB97M-V with the def2-TZVPD basis set, the Open Molecules 2025 dataset).

The HOMO energy is -8.99 eV. As for the energy relative to the best compared isomer or geometry (same formula, charge and spin): 13.1 kcal/mol. Its total energy is -6285.02491 eV. As for the SMILES: CNC.CN. The value obtained for the LUMO energy is 0.037 Eh.

The geometry in ORCA input format:
```
! RIJCOSX wB97M-V def2-TZVPD def2/J DEFGRID3
* xyz 0 1
C -0.77269 -1.56409 -0.71972
N -1.78794 -0.52528 -0.51387
C -1.45757 0.69908 -1.23069
H 0.23406 -1.14599 -0.79347
H -1.02007 -2.11092 -1.62510
H -0.78641 -2.27224 0.10411
H -1.85317 -0.30845 0.47549
H -1.23442 0.46096 -2.27534
H -2.32672 1.36038 -1.27204
H -0.59293 1.23738 -0.81578
C 2.16383 0.60259 0.96144
N 1.03171 0.74428 1.89767
H 1.89540 0.53787 -0.08983
H 2.86447 1.42071 1.14798
H 2.72616 -0.29093 1.23498
H 0.30855 1.32773 1.49372
H 0.60773 -0.17309 2.02044
*
```

# C3H12N2

A molecular structure, C3H12N2 (ωB97M-V with the def2-TZVPD basis set, the Open Molecules 2025 dataset).

The HOMO energy is -21.42 eV. As for the energy relative to the best compared isomer or geometry (same formula, charge and spin): 56.7 kcal/mol. Its total energy is -6266.77497 eV. The value obtained for the LUMO energy is -0.320 Eh.

The geometry in ORCA input format:
```
! RIJCOSX wB97M-V def2-TZVPD def2/J DEFGRID3
* xyz 2 1
C -1.11187 -0.30181 -0.16676
C 0.32467 -0.24365 -0.10549
C 0.56186 0.53653 1.27022
N 1.59677 1.69531 0.80721
N -1.36985 -1.62673 -1.60761
H -1.74786 0.47986 -0.55582
H -1.65378 -0.74229 0.65350
H 0.93156 0.15951 -0.93378
H 0.74207 -1.24187 -0.04647
H -0.30509 1.14814 1.51647
H 1.05226 -0.10360 1.99142
H 1.11290 2.58413 0.55405
H 2.20501 1.87115 1.60541
H 2.13744 1.45889 -0.01485
H -2.23652 -1.43956 -2.14333
H -1.69754 -2.38918 -1.00004
H -0.83504 -2.15391 -2.32643
*
```

# C3H12N2O

2 unconnected molecules or ions with the total composition C3H12N2O (ωB97M-V with the def2-TZVPD basis set, the Open Molecules 2025 dataset).

The HOMO energy is -8.53 eV. As for the energy relative to the best compared isomer or geometry (same formula, charge and spin): 46.2 kcal/mol. Its total energy is -8331.31883 eV. As for the SMILES: NCCCN.O. The value obtained for the LUMO energy is 0.022 Eh.

The geometry in ORCA input format:
```
! RIJCOSX wB97M-V def2-TZVPD def2/J DEFGRID3
* xyz 0 1
N 1.07166 -2.33998 -0.01876
C 0.62580 -0.92896 -0.40242
C 1.10502 0.31267 0.43140
C 0.54159 1.75110 -0.10263
N -0.41050 1.97183 -1.30492
H 1.73376 -2.73712 -0.73091
H 0.39481 -3.07098 0.08618
H -0.45179 -0.85062 -0.25326
H 0.99749 -0.67011 -1.52445
H 0.75319 0.19872 1.40776
H 2.22579 0.23326 0.35413
H 1.46085 2.48648 -0.21028
H 0.06210 2.18856 0.73603
H -0.79403 1.25581 -1.92830
H -1.12821 2.63620 -1.14667
O -2.24963 -0.60529 1.22552
H -2.39095 -0.26884 2.12200
H -3.12856 -0.79079 0.99128
*
```

# C3H12N2O

2 unconnected molecules or ions with the total composition C3H12N2O (ωB97M-V with the def2-TZVPD basis set, the Open Molecules 2025 dataset).

The HOMO energy is -8.92 eV. As for the energy relative to the best compared isomer or geometry (same formula, charge and spin): 6.8 kcal/mol. Its total energy is -8333.02861 eV. As for the SMILES: NCCCN.O. The value obtained for the LUMO energy is 0.035 Eh.

The geometry in ORCA input format:
```
! RIJCOSX wB97M-V def2-TZVPD def2/J DEFGRID3
* xyz 0 1
N 1.38931 -1.64464 -0.52340
C 0.10849 -1.41458 0.15927
C -0.42431 0.02410 -0.03997
C -1.78077 0.18787 0.61228
N -2.09455 1.61440 0.67011
H 1.21788 -1.81359 -1.50828
H 1.92550 -2.44136 -0.23317
H 0.17010 -1.72618 1.20540
H -0.68105 -2.07304 -0.22913
H 0.31746 0.73121 0.31694
H -0.46526 0.18781 -1.13050
H -1.80966 -0.12511 1.66543
H -2.52294 -0.39240 0.04822
H -2.92433 1.87153 1.18286
H -1.97744 2.09257 -0.20624
O 2.51008 1.14810 -0.58419
H 2.59678 0.20747 -0.74469
H 1.82327 1.40161 -1.21095
*
```

# C3H12N2O

2 unconnected molecules or ions with the total composition C3H12N2O (ωB97M-V with the def2-TZVPD basis set, the Open Molecules 2025 dataset).

The HOMO energy is -8.40 eV. As for the energy relative to the best compared isomer or geometry (same formula, charge and spin): 48.3 kcal/mol. Its total energy is -8331.22867 eV. As for the SMILES: CNCCN.O. The value obtained for the LUMO energy is 0.021 Eh.

The geometry in ORCA input format:
```
! RIJCOSX wB97M-V def2-TZVPD def2/J DEFGRID3
* xyz 0 1
C -0.50789 -0.01527 -1.93158
N -1.48267 0.78313 -1.13245
C -1.15570 0.69780 0.34032
C 0.31661 0.71414 0.66613
N 0.72490 0.58263 2.08580
H -1.16780 -0.92665 -2.34727
H -0.10846 0.53645 -2.74029
H 0.22966 -0.46287 -1.29631
H -1.37865 1.80818 -1.42829
H -1.61369 -0.20688 0.87682
H -1.67640 1.42688 0.86443
H 0.70434 1.77602 0.40636
H 0.88113 -0.03327 0.09661
H 1.52965 -0.12362 2.24000
H 0.08117 0.65546 2.84619
O 1.65992 -2.14193 0.02350
H 0.88755 -2.74850 0.08223
H 1.73851 -2.50609 -0.91113
*
```